C26H57CdN3O13 as an isolated structure at a distorted geometry. Source: the Open Molecules 2025 dataset; level of theory: ωB97M-V/def2-TZVPD.

Geometry as XYZ:
```
100
Properties=species:S:1:pos:R:3
O 2.14768 -1.95535 0.46015
H 2.32239 -1.03046 0.71710
H 3.08449 -2.42287 0.29871
H 1.64777 -2.50328 1.10869
Cd 1.58043 1.82305 0.97836
C -1.49166 4.90190 1.83172
C -2.20749 5.10827 3.03043
C -1.86379 4.35007 4.27483
O -2.40361 4.57206 5.37363
C -0.86766 3.33272 4.24524
C -0.19418 3.05938 3.04236
C -0.54261 3.87674 1.73925
O 0.10469 3.55923 0.69607
O 0.85840 2.35397 2.94560
O -2.97245 6.09273 3.05270
H -1.64996 5.55943 0.99069
H -0.76464 2.69970 5.11222
C -1.33686 0.11048 -0.92277
C -1.12796 0.03443 0.59140
O 0.17375 0.26633 1.02400
H -2.32435 0.04426 -1.37531
H -0.67219 -0.57863 -1.47683
H -0.89161 1.03470 -1.31532
H -1.45865 -0.90775 1.04229
H -1.86233 0.80638 0.87163
O 0.56936 -2.05453 2.63744
H 0.11947 -1.36237 2.10951
H 0.05442 -2.11460 3.44894
C -3.87892 -3.18873 -0.10808
O -4.98297 -3.39249 -0.93722
C -6.26823 -3.13021 -0.39358
C -6.43636 -1.69238 0.11113
N -6.15329 -0.75696 -0.97044
C -5.42414 0.43675 -0.49666
C -6.37575 1.47733 0.09040
O -5.71896 2.68248 0.41644
C -4.96000 2.57312 1.59715
H -2.97695 -2.87328 -0.63253
H -3.71318 -4.04507 0.55774
H -4.04142 -2.34713 0.58445
H -6.49532 -3.77397 0.46404
H -6.93994 -3.34995 -1.21865
H -5.80357 -1.54904 0.99660
H -7.45631 -1.60521 0.49485
H -5.48813 -1.21128 -1.58784
H -4.82364 0.86258 -1.30173
H -4.68559 0.06961 0.23336
H -6.99594 1.09574 0.90633
H -7.01758 1.74551 -0.75274
H -4.55171 3.54481 1.90286
H -4.02450 2.01717 1.48126
H -5.56595 2.33604 2.47693
C 2.85022 4.53002 2.11804
O 2.89351 3.49164 1.12867
C 3.40271 3.91268 -0.12044
C 3.36266 2.69305 -1.06313
N 2.00893 2.05027 -1.22406
C 2.13704 0.89162 -2.15110
C 2.24084 1.36380 -3.59863
O 1.50449 2.54031 -3.81885
C 1.74924 3.07498 -5.10219
H 2.25221 5.34117 1.69861
H 3.85635 4.80841 2.43575
H 2.30121 4.18650 2.99093
H 4.45149 4.19302 0.04348
H 2.95075 4.79625 -0.58118
H 4.11825 1.97604 -0.73361
H 3.63414 3.14025 -2.02819
H 1.62957 2.81190 -1.79165
H 1.33744 0.18801 -1.91475
H 3.01722 0.31803 -1.84449
H 1.89729 0.53139 -4.21989
H 3.29426 1.59608 -3.79439
H 2.72555 3.59321 -5.03678
H 1.10193 3.93566 -5.25941
H 1.83781 2.41524 -5.96356
C 2.16049 -4.66385 2.89912
O 2.47242 -4.86067 1.53466
C 3.81811 -5.31432 1.35489
C 4.36590 -4.72062 0.05003
N 4.39570 -3.26209 -0.02160
C 4.64784 -2.75748 -1.43881
C 3.66038 -3.19648 -2.51010
O 2.46827 -2.45334 -2.37877
C 1.51250 -2.78375 -3.36024
H 2.40676 -5.49053 3.57416
H 1.12437 -4.35881 2.97713
H 2.75264 -3.86035 3.36351
H 3.91283 -6.39690 1.39754
H 4.39201 -4.83522 2.15674
H 3.95950 -5.24793 -0.81278
H 5.42625 -5.00510 -0.06583
H 5.27736 -2.97006 0.38618
H 5.63159 -3.17089 -1.67887
H 4.55683 -1.68142 -1.29002
H 3.40617 -4.26023 -2.51326
H 4.13855 -2.95961 -3.46905
H 1.85953 -2.58005 -4.37736
H 0.58836 -2.27823 -3.08351
H 1.25803 -3.85305 -3.30979
```

## Properties
- DFT total energy (eV) = -63529.266
- LUMO level (eV) = -1.2
- gap between HOMO and LUMO (eV) = 4.45
- 2S+1 = 1
- max |F| (eV/Å) = 3.4
- total charge = 0



C26H58FInNO10P2S2 as an isolated structure at a distorted geometry. Source: the Open Molecules 2025 dataset; level of theory: ωB97M-V/def2-TZVPD.

Geometry as XYZ:
```
101
Properties=species:S:1:pos:R:3
C 8.50234 -1.93891 -0.61581
C 7.16418 -1.71488 0.11636
C 7.28637 -0.51881 1.08018
C 5.96310 -1.55110 -0.84059
C 6.26091 -0.60825 -2.00733
C 5.45437 -2.90810 -1.32936
O 4.13997 -2.79844 -1.79546
In 3.14091 -4.61948 -1.87144
F 3.91910 -5.76542 -3.35081
C 0.98727 -4.28763 -2.10658
C 0.57133 -3.02121 -2.88866
C -0.57104 -2.25855 -2.24257
S -2.10155 -3.25187 -2.30713
C -3.28588 -1.95128 -2.58670
S -4.11296 -1.89922 -4.00030
N -3.39216 -1.03825 -1.54849
C -3.72644 -1.59797 -0.22491
C -5.21433 -1.56579 0.11518
O -5.82680 -0.32237 -0.16463
C -5.65709 0.00114 -1.53771
C -4.17765 0.16383 -1.82752
H 8.36003 -2.38248 -1.59997
H 9.05041 -0.99935 -0.71800
H 9.14663 -2.59714 -0.02743
H 6.98086 -2.59613 0.73730
H 7.72279 -0.82010 2.03436
H 7.90581 0.27425 0.65343
H 6.30435 -0.07913 1.26724
H 5.15581 -1.09817 -0.25701
H 5.36214 -0.55028 -2.62312
H 6.45674 0.39912 -1.62307
H 7.10556 -0.93647 -2.61178
H 6.13347 -3.33447 -2.08904
H 5.48951 -3.59825 -0.46657
H 3.53080 -5.45893 -0.36089
H 0.61243 -5.16231 -2.64743
H 0.52359 -4.33264 -1.11667
H 0.29100 -3.31298 -3.90375
H 1.42118 -2.33924 -2.98667
H -0.32370 -1.97507 -1.21831
H -0.76639 -1.32999 -2.78461
H -3.35245 -2.61442 -0.14109
H -3.19160 -1.01582 0.53283
H -5.30045 -1.69748 1.19598
H -5.76327 -2.39078 -0.35713
H -6.15902 0.95506 -1.70163
H -6.10631 -0.77512 -2.16319
H -3.81397 0.93859 -1.14144
H -3.99373 0.53324 -2.83271
O -8.15301 -2.73931 3.11351
P -9.19740 -1.93171 3.74742
O -10.43119 -1.61547 2.79084
C -10.84183 -2.53881 1.77489
C -11.91190 -3.49123 2.26622
O -8.70539 -0.45032 4.04423
C -7.36606 -0.05123 3.72080
C -7.28616 0.55162 2.33486
O -9.82384 -2.20064 5.17333
C -10.36438 -3.46872 5.59151
C -9.51117 -4.66344 5.21492
H -9.97776 -3.08572 1.39365
H -11.23076 -1.93042 0.95871
H -11.50978 -4.19020 3.00214
H -12.30367 -4.07696 1.43388
H -12.73307 -2.94294 2.72916
H -6.68655 -0.89820 3.81702
H -7.08117 0.68168 4.47650
H -7.79441 -0.07080 1.60063
H -6.24920 0.66383 2.02554
H -7.76295 1.53381 2.31575
H -11.38031 -3.56544 5.20199
H -10.44858 -3.40073 6.67492
H -9.31655 -4.70593 4.14342
H -10.01857 -5.58369 5.50726
H -8.54717 -4.62382 5.72157
O 6.22425 5.73800 -2.56131
P 6.75462 5.32640 -1.25914
O 7.66836 6.44020 -0.57082
C 7.41660 7.83353 -0.77358
C 6.50806 8.41131 0.29205
O 7.81629 4.15407 -1.39103
C 8.13168 3.57453 -2.66108
C 9.32985 4.25282 -3.29360
O 5.92482 4.67811 -0.08513
C 4.69854 5.21514 0.44590
C 3.71963 5.68477 -0.61111
H 7.00247 7.99961 -1.76988
H 8.39039 8.32249 -0.73681
H 5.49302 8.02097 0.19741
H 6.45592 9.49649 0.19399
H 6.87698 8.16431 1.28797
H 7.26530 3.60652 -3.32084
H 8.35095 2.52489 -2.46526
H 9.21963 5.33750 -3.26481
H 9.44203 3.93819 -4.33165
H 10.24404 4.00053 -2.75446
H 4.93862 6.01289 1.15267
H 4.25861 4.40460 1.02400
H 4.16276 6.42367 -1.27909
H 2.84925 6.13442 -0.13147
H 3.38394 4.84793 -1.22293
```

## Properties
- DFT total energy (eV) = -98013.718
- LUMO level (eV) = 1.9
- gap between HOMO and LUMO (eV) = 7.02
- 2S+1 = 1
- max |F| (eV/Å) = 2.5
- total charge = -1



A 6-piece molecular cluster, C26H58O18 overall at a distorted geometry. Source: the Open Molecules 2025 dataset; level of theory: ωB97M-V/def2-TZVPD.

Geometry as XYZ:
```
102
Properties=species:S:1:pos:R:3
O 1.49678 3.07154 -2.15352
C 2.01941 3.91350 -1.20863
O 1.56252 3.80693 -0.04261
O 2.89562 4.75147 -1.55174
H 0.76099 2.65819 -1.66070
O 0.61898 0.51002 0.74616
C -0.60683 0.73213 0.10006
O -0.54872 1.39060 -0.96346
O -1.67890 0.31674 0.58949
H 0.94074 1.29958 0.24613
C 3.62144 0.01073 -4.30982
O 3.87996 -0.37107 -2.97266
C 3.30695 0.48317 -1.99557
C 3.83754 0.06481 -0.64850
O 5.23579 0.32908 -0.60796
C 5.78490 0.13004 0.67742
C 7.25461 0.34985 0.60959
O 7.94563 0.32805 1.84006
C 7.61634 1.32381 2.77695
H 4.03688 -0.74109 -4.97812
H 4.03743 1.00248 -4.50689
H 2.53640 0.07626 -4.43338
H 2.24025 0.26176 -1.86821
H 3.44985 1.53873 -2.22697
H 3.66927 -1.01360 -0.54195
H 3.30456 0.53321 0.18234
H 5.57802 -0.87677 1.06252
H 5.29086 0.80764 1.38296
H 7.40579 1.27408 0.03890
H 7.70732 -0.41236 -0.02743
H 7.70994 2.37031 2.47147
H 8.34017 1.15712 3.57622
H 6.61634 1.24513 3.21134
C 2.23822 -3.17086 7.85044
O 0.92359 -2.70708 7.46538
C 0.30175 -3.49218 6.45182
C 0.90038 -3.27294 5.06886
O -0.16786 -3.11712 4.17918
C 0.13723 -2.54484 2.92583
C -0.92910 -2.81796 1.88560
O -1.00230 -4.20236 1.46965
C 0.11261 -4.67356 0.74310
H 2.79821 -3.11434 6.91499
H 2.21962 -4.21475 8.17339
H 2.61421 -2.53128 8.64298
H -0.72342 -3.12506 6.42297
H 0.25409 -4.54788 6.73290
H 1.48027 -4.15821 4.76824
H 1.66433 -2.49015 5.01555
H 1.08121 -2.98515 2.57931
H 0.35685 -1.47852 3.02849
H -0.67437 -2.21997 1.00775
H -1.91579 -2.57148 2.26996
H -0.06951 -5.69347 0.41089
H 1.08881 -4.60254 1.23280
H 0.29307 -4.04888 -0.13999
C -1.07956 -2.31466 -2.39619
O -2.43476 -2.10207 -2.04562
C -3.00779 -3.24895 -1.39567
C -4.49330 -3.16590 -1.27975
O -4.95259 -1.94184 -0.75793
C -4.69453 -1.82016 0.63903
C -5.41231 -0.65708 1.29291
O -5.13139 0.54664 0.61198
C -5.66541 1.71664 1.18734
H -0.66995 -1.54983 -3.05413
H -0.90030 -3.27722 -2.88709
H -0.43393 -2.25392 -1.51371
H -2.47745 -3.16560 -0.44086
H -2.63355 -4.16502 -1.86499
H -4.85020 -4.08282 -0.79002
H -4.95359 -3.33117 -2.25842
H -3.62784 -1.76096 0.86716
H -5.04361 -2.76276 1.07845
H -5.13310 -0.51676 2.34084
H -6.48853 -0.85863 1.20826
H -4.88511 2.20699 1.77153
H -6.54243 1.53503 1.82066
H -6.05072 2.38393 0.41592
C -4.45761 4.98145 -0.95671
O -3.48148 4.00702 -0.65174
C -2.14705 4.38199 -0.95432
C -1.92100 4.62398 -2.45097
O -2.38390 3.47832 -3.12382
C -2.11449 3.50973 -4.53168
C -2.16466 2.09213 -5.12650
O -1.49267 1.12799 -4.34445
C -0.08637 1.21315 -4.44011
H -4.16616 5.97066 -0.58469
H -5.41147 4.69015 -0.52168
H -4.50771 5.05554 -2.04677
H -1.46655 3.64638 -0.52822
H -1.88219 5.34025 -0.48590
H -0.84632 4.80167 -2.54739
H -2.57883 5.44490 -2.75974
H -1.13533 3.97328 -4.68996
H -2.81594 4.22835 -4.97129
H -1.81482 2.13013 -6.16492
H -3.20204 1.76619 -5.21120
H 0.24976 0.87647 -5.42994
H 0.31206 0.47668 -3.74379
H 0.22779 2.22820 -4.19748
```

## Properties
- DFT total energy (eV) = -64751.656
- LUMO level (eV) = 3.8
- gap between HOMO and LUMO (eV) = 5.60
- 2S+1 = 1
- energy above the lowest of the compared OMol25 structures with the same formula, charge and spin (eV) = 1.0108
- max |F| (eV/Å) = 3.3
- total charge = -2



C26H60CrF2O23PS4V as an isolated structure at a distorted geometry. Source: the Open Molecules 2025 dataset; level of theory: ωB97M-V/def2-TZVPD.

Geometry as XYZ:
```
118
Properties=species:S:1:pos:R:3
O 4.35916 2.11976 0.40525
V 3.40372 2.18708 1.63765
Cr 0.51377 3.30002 -2.79163
O 0.69647 1.41672 -1.80922
P 0.85650 0.55020 -0.60945
O 1.83024 1.00089 0.50136
F 1.37764 -0.87256 -1.14870
F -0.55112 0.19333 0.08220
C -2.99076 -1.83228 -3.92127
C -3.38521 -1.43282 -2.52781
C -2.40051 -0.23245 -2.31025
O -2.33052 0.31141 -3.66669
C -2.89084 -0.49312 -4.67647
H -3.72918 -2.49192 -4.37703
H -1.99477 -2.27356 -3.95827
H -3.25546 -2.12619 -1.69685
H -4.43371 -1.13499 -2.53431
H -1.40329 -0.62256 -2.10661
H -2.61184 0.47992 -1.51277
H -2.30432 -0.55288 -5.59327
H -3.88757 -0.10801 -4.89169
C -4.15397 -2.37509 1.36436
C -5.55256 -2.13407 1.80196
C -5.48987 -0.97484 2.79570
O -4.26054 -0.32592 2.38053
C -3.66416 -1.00234 1.25104
H -4.15152 -2.81922 0.36895
H -3.55890 -3.00077 2.02957
H -5.96048 -2.98442 2.34841
H -6.17461 -1.85168 0.95259
H -5.31194 -1.32510 3.81244
H -6.37283 -0.34348 2.69636
H -2.58793 -0.82975 1.24460
H -4.18631 -0.57626 0.39434
O 1.72629 1.95826 3.20781
S 0.65453 2.18308 4.14744
O -0.24098 3.32189 3.99584
O -0.32037 0.78097 4.19187
C 0.20353 -0.42613 3.73222
C -0.58476 -1.53453 4.43392
C 1.22478 2.18029 5.86519
H 1.22570 -0.56532 4.08422
H 0.08951 -0.51597 2.65193
H -1.65335 -1.43134 4.24534
H -0.38528 -1.46219 5.50307
H -0.20801 -2.46298 4.00480
H 2.04075 2.88690 6.01685
H 1.57285 1.14997 5.93854
H 0.38773 2.39307 6.53016
O 1.65522 -5.01032 3.95696
S 0.33646 -5.28043 3.36170
O -0.86852 -5.05586 4.13519
O 0.26889 -4.40942 1.94432
C -1.00747 -4.32079 1.32845
C -1.00014 -3.57270 -0.00073
C 0.36296 -6.91549 2.53261
H -1.60880 -3.72903 2.01861
H -1.51571 -5.27738 1.20709
H -0.59618 -4.20227 -0.79354
H -0.41537 -2.65562 0.07077
H -2.04225 -3.32284 -0.19992
H -0.60676 -7.25803 2.17150
H 0.71142 -7.63720 3.27141
H 1.13746 -6.89311 1.76596
O -1.14258 1.35865 -6.69757
S 0.08890 1.29895 -5.90799
O 0.11622 1.86617 -4.53876
O 0.57858 -0.27077 -5.76949
C 0.79188 -0.81903 -4.52168
C 1.17337 -2.29224 -4.77397
C 1.38094 2.05972 -6.97102
H -0.10019 -0.70507 -3.90579
H 1.63675 -0.40989 -3.96771
H 1.97861 -2.55743 -5.45907
H 0.33089 -2.75427 -5.28860
H 1.29251 -2.73267 -3.78406
H 2.31228 2.03113 -6.40542
H 1.02064 3.02582 -7.32447
H 1.50891 1.32220 -7.76335
O -3.47237 4.28228 -0.34591
S -2.19727 3.65308 0.02730
O -1.32426 3.07980 -1.05802
O -1.24734 4.76971 0.81621
C -1.89952 5.58263 1.78094
C -0.95364 6.67478 2.23884
C -2.48344 2.48364 1.38985
H -2.18532 4.88385 2.56714
H -2.81382 6.01700 1.37662
H -0.65275 7.40469 1.48731
H -0.01260 6.23442 2.56844
H -1.29831 7.14644 3.15908
H -2.78640 1.48190 1.08518
H -3.11816 2.93559 2.15207
H -1.53617 2.34731 1.91157
C 4.65401 -0.31002 4.77335
O 4.33460 -1.44883 3.93949
C 3.74363 -1.11547 2.74816
O 3.59492 0.05784 2.36673
O 3.36395 -2.21539 2.12112
C 2.71022 -2.25642 0.89632
H 5.11792 -0.62017 5.70967
H 3.75389 0.18459 5.13838
H 5.36736 0.33415 4.25928
H 2.61229 -3.29443 0.57845
H 3.33376 -1.74730 0.16141
H 1.72442 -1.81178 1.03270
C 4.30105 4.30878 -5.00702
O 4.77589 3.44168 -4.02353
C 3.86882 2.62302 -3.36703
O 2.66162 2.74826 -3.47769
O 4.41554 1.85392 -2.36974
C 5.78682 1.64929 -2.27389
H 3.54162 3.85042 -5.64049
H 5.10777 4.67669 -5.64101
H 3.81630 5.16724 -4.54207
H 6.10960 1.25488 -3.23739
H 5.98286 0.96191 -1.45098
H 6.34827 2.55007 -2.02594
```

## Properties
- DFT total energy (eV) = -187186.682
- LUMO level (alpha / beta) (eV) = -7.6 / -6.6
- gap between HOMO and LUMO (alpha / beta) (eV) = 5.65 / 6.67
- 2S+1 = 7
- max |F| (eV/Å) = 4.4
- total charge = +2



Which value of 2S+1 does entry 2 give?
1



Which of these has the lowest DFT total energy?
C26H60CrF2O23PS4V



The highest 2S+1 belongs to which entry?
C26H60CrF2O23PS4V